The following is a DFT calculation (ωB97M-V/def2-TZVPD) of a 2-piece molecular cluster, C4H6O2 overall at a distorted geometry.

gap between HOMO and LUMO (spin up / spin down)	8.840 / 8.771	eV
highest occupied orbital energy (spin up / spin down)	-0.325 / -0.329	hartree

The geometry in XYZ format:
```
12
Properties=species:S:1:pos:R:3:nbo_charge:R:1
C -1.804 0.210 0.131 0.72
C -0.520 -0.294 -0.106 0.23
C 0.226 -1.552 0.102 -0.69
C 1.201 1.606 -0.055 -0.53
O -2.685 0.644 0.781 -0.52
O -1.501 -0.083 -1.155 -0.47
H 0.916 -1.426 0.933 0.24
H 0.785 -1.819 -0.793 0.24
H -0.462 -2.368 0.339 0.23
H 0.609 2.342 -0.556 0.19
H 1.930 1.077 -0.628 0.18
H 1.304 1.662 1.007 0.19
```

The following is a DFT calculation (ωB97M-V/def2-TZVPD) of C30H19CoN8O2 as an isolated structure.

multiplicity	4
net charge	+1
gap between HOMO and LUMO (spin up / spin down)	5.161 / 5.210	eV
highest occupied orbital energy (spin up / spin down)	-0.328 / -0.397	hartree

The geometry in XYZ format:
```
60
Properties=species:S:1:pos:R:3:lowdin_spin:R:1
Co 0.517 0.828 0.583 0.96
C -3.596 1.005 0.933 0.04
C -3.925 -0.087 1.753 0.02
C -2.953 -0.982 2.094 0.02
C -1.618 -0.843 1.635 0.02
N -1.315 0.255 0.870 0.04
C -2.296 1.123 0.535 0.01
N -0.771 -1.842 1.998 0.13
C 0.413 -1.971 1.432 0.11
N 0.931 -1.061 0.575 0.07
C 2.081 -1.495 0.058 0.27
N 2.698 -0.631 -0.905 0.06
C 1.721 -0.227 -1.888 0.01
C 1.826 -0.721 -3.173 0.00
C 0.885 -0.337 -4.115 0.00
C -0.123 0.536 -3.739 0.00
C -0.156 0.981 -2.432 0.01
N 0.739 0.608 -1.513 0.02
C 2.417 -2.769 0.605 0.03
C 3.476 -3.662 0.420 0.05
C 3.466 -4.837 1.144 0.01
C 2.419 -5.139 2.031 0.06
C 1.358 -4.271 2.211 0.01
C 1.360 -3.076 1.502 0.06
H -4.331 1.735 0.627 0.00
H -4.940 -0.221 2.104 0.00
H -3.159 -1.845 2.710 0.00
H -1.985 1.970 -0.069 0.00
H 2.637 -1.394 -3.410 0.00
H 0.941 -0.712 -5.128 0.00
H -0.876 0.864 -4.441 0.00
H -0.933 1.658 -2.101 0.00
H 4.277 -3.441 -0.275 0.00
H 4.275 -5.545 1.022 0.00
H 2.445 -6.072 2.577 0.00
H 0.544 -4.508 2.883 0.00
O 3.293 2.397 6.740 0.02
N 4.027 2.639 5.802 0.01
O 5.108 3.177 5.866 0.02
C 3.572 2.209 4.472 0.17
C 4.533 1.749 3.619 -0.03
C 4.200 1.296 2.334 0.17
C 5.119 0.644 1.442 0.00
C 4.698 0.235 0.239 0.14
C 3.331 0.546 -0.281 0.06
N 2.425 1.122 0.703 0.26
C 2.850 1.414 1.907 0.01
C 1.833 1.810 2.859 0.05
N 0.563 1.690 2.418 0.00
C -0.420 2.020 3.240 0.03
C -0.179 2.507 4.527 -0.02
C 1.109 2.610 4.991 0.03
C 2.169 2.228 4.145 0.00
H 5.562 1.726 3.955 0.00
H 6.130 0.451 1.775 0.00
H 5.349 -0.298 -0.441 0.01
H 3.446 1.283 -1.088 0.03
H -1.430 1.892 2.872 0.00
H -1.014 2.781 5.155 0.00
H 1.303 2.956 5.994 0.00
```

The following is a DFT calculation (ωB97M-V/def2-TZVPD) of an isolated ion of composition C4H8NO and charge +1 at a distorted geometry.

net charge	+1
gap between HOMO and LUMO (spin up / spin down)	7.998 / 8.895	eV
highest occupied orbital energy (spin up / spin down)	-0.463 / -0.476	hartree

The geometry in XYZ format:
```
14
Properties=species:S:1:pos:R:3:nbo_charge:R:1
C 2.567 0.221 0.329 0.02
C -0.992 -0.281 -0.596 -0.02
C 0.477 -0.304 -0.511 0.27
C -1.758 0.947 -0.247 -0.65
N -0.214 -1.174 0.415 -0.60
O 1.514 0.434 -0.328 -0.30
H 2.887 -0.675 0.882 0.19
H 3.338 0.947 0.028 0.20
H -1.364 -0.730 -1.507 0.25
H -1.961 1.619 -1.060 0.28
H -1.152 1.410 0.562 0.22
H -2.830 0.732 0.221 0.25
H -0.345 -0.905 1.462 0.44
H -0.167 -2.242 0.350 0.46
```

The following is a DFT calculation (ωB97M-V/def2-TZVPD) of IO8V4 as an isolated structure at a distorted geometry.

multiplicity	2
net charge	+4
gap between HOMO and LUMO (spin up / spin down)	5.800 / 5.386	eV
highest occupied orbital energy (spin up / spin down)	-0.873 / -0.859	hartree

The geometry in XYZ format:
```
13
Properties=species:S:1:pos:R:3:lowdin_spin:R:1
O -7.575 -5.216 -2.244 0.00
V -6.222 -6.076 -1.650 0.00
O -5.322 -4.855 -0.857 0.00
O -5.402 -0.620 -0.082 0.02
V -4.035 -1.216 -0.561 -0.01
O -4.357 -2.458 -1.495 0.03
O -3.038 -1.732 1.586 0.01
V -3.017 -2.462 3.154 -0.02
O -1.963 -3.705 3.317 0.01
O -7.398 1.577 2.022 0.00
V -7.947 0.496 0.964 0.00
O -7.837 -0.970 1.474 0.00
I -2.084 0.495 -1.172 0.96
```

The following is a DFT calculation (ωB97M-V/def2-TZVPD) of C25H46BrGeNO2Si5W as an isolated structure.

multiplicity	2
net charge	+1
gap between HOMO and LUMO (spin up / spin down)	6.491 / 6.694	eV
highest occupied orbital energy (spin up / spin down)	-0.405 / -0.404	hartree

The geometry in XYZ format:
```
82
Properties=species:S:1:pos:R:3:lowdin_spin:R:1
W -0.143 0.733 0.453 0.99
C 2.992 0.611 -1.560 0.00
Si 2.372 1.446 0.010 -0.01
C 3.291 0.823 1.538 0.00
C 2.702 3.271 -0.128 0.00
C 3.990 3.814 -0.147 0.00
C 4.170 5.180 -0.278 0.00
C 3.063 6.019 -0.390 0.00
C 1.786 5.487 -0.377 0.00
C 1.596 4.107 -0.247 0.00
Si -0.114 3.344 -0.223 -0.02
C -1.034 4.132 1.231 -0.01
C -0.986 3.962 -1.774 0.00
H 4.087 0.638 -1.550 0.00
H 2.658 1.167 -2.438 0.00
H 2.678 -0.426 -1.666 0.00
H 4.307 1.228 1.465 0.00
H 3.375 -0.257 1.635 0.00
H 2.850 1.224 2.453 0.00
H 4.861 3.172 -0.058 0.00
H 5.168 5.598 -0.292 0.00
H 3.204 7.088 -0.488 0.00
H 0.935 6.157 -0.463 0.00
H -0.861 5.209 1.147 0.00
H -0.659 3.832 2.212 0.00
H -2.115 3.987 1.193 0.00
H -0.817 5.044 -1.793 0.00
H -2.065 3.806 -1.788 0.00
H -0.557 3.553 -2.690 0.00
Br -2.299 0.940 -2.101 0.03
C -3.047 1.466 -0.458 0.01
C -4.309 2.004 -0.304 0.00
C -4.756 2.242 0.987 0.00
C -3.955 1.965 2.084 0.00
C -2.687 1.484 1.838 0.00
N -2.258 1.269 0.587 0.01
C -1.617 1.261 2.883 0.01
O -1.805 1.438 4.044 0.00
O -0.430 0.899 2.358 0.06
H -4.931 2.206 -1.164 0.00
H -5.746 2.654 1.137 0.00
H -4.283 2.141 3.099 0.00
C -3.737 -1.881 0.226 0.00
Si -2.086 -2.581 0.804 0.00
C -2.217 -4.410 0.390 0.00
C -1.897 -2.350 2.661 0.00
Ge -0.130 -1.671 -0.383 -0.03
Si 1.612 -2.686 1.041 -0.01
C 3.248 -2.602 0.120 0.00
C 1.659 -1.949 2.765 0.00
C 1.206 -4.508 1.257 0.00
Si -0.076 -2.533 -2.629 -0.01
C 0.515 -4.313 -2.522 0.00
C 1.096 -1.588 -3.743 0.00
C -1.798 -2.482 -3.385 0.00
H -4.505 -2.258 0.912 0.00
H -3.984 -2.263 -0.766 0.00
H -3.833 -0.798 0.203 0.00
H -3.193 -4.739 0.766 0.00
H -1.455 -5.032 0.858 0.00
H -2.208 -4.595 -0.684 0.00
H -2.870 -2.155 3.121 0.00
H -1.214 -1.549 2.956 0.00
H -1.512 -3.274 3.103 0.00
H 3.650 -1.598 -0.007 0.00
H 3.158 -3.058 -0.870 0.00
H 3.985 -3.188 0.680 0.00
H 1.528 -0.869 2.818 0.00
H 2.618 -2.195 3.232 0.00
H 0.876 -2.410 3.372 0.00
H 0.914 -5.023 0.343 0.00
H 0.432 -4.656 2.013 0.00
H 2.116 -4.989 1.632 0.00
H 1.520 -4.385 -2.101 0.00
H 0.555 -4.723 -3.536 0.00
H -0.144 -4.952 -1.935 0.00
H 2.140 -1.716 -3.452 0.00
H 0.884 -0.516 -3.776 0.00
H 0.989 -1.980 -4.760 0.00
H -2.605 -2.585 -2.660 0.00
H -1.885 -3.305 -4.099 0.00
H -1.961 -1.554 -3.940 0.00
```

The following is a DFT calculation (ωB97M-V/def2-TZVPD) of C21H36ClHfIN3O4P2S as an isolated structure.

net charge	+3
gap between HOMO and LUMO	7.100	eV
highest occupied orbital energy	-0.598	hartree

The geometry in XYZ format:
```
70
Properties=species:S:1:pos:R:3:nbo_charge:R:1
Hf -0.221 -0.112 -0.341 2.18
Cl -3.327 -4.097 4.553 0.11
C -2.331 -2.999 3.698 0.00
C -1.435 -2.214 4.368 -0.24
C -0.606 -1.298 3.690 -0.16
I 0.757 -0.138 4.740 0.28
C -0.700 -1.184 2.328 0.19
O 0.046 -0.360 1.571 -0.86
C -1.613 -1.985 1.620 0.20
N -1.621 -1.814 0.255 -0.66
C -2.453 -2.573 -0.463 0.11
C -3.299 -3.514 0.109 -0.26
C -3.297 -3.688 1.481 -0.02
C -2.442 -2.912 2.280 -0.14
H -1.354 -2.303 5.444 0.27
H -2.464 -2.413 -1.532 0.21
H -3.948 -4.099 -0.527 0.27
H -3.947 -4.418 1.946 0.27
C -1.232 -0.178 -5.874 -0.25
O -0.528 -0.063 -4.589 -0.82
P -1.254 -0.097 -3.204 1.70
O -0.213 -1.153 -2.308 -0.91
C 0.050 -2.492 -2.834 -0.26
O -0.447 1.110 -2.352 -0.89
C -0.506 2.492 -2.838 -0.25
H -0.963 0.693 -6.459 0.23
H -2.308 -0.219 -5.717 0.21
H -0.877 -1.081 -6.357 0.22
H 0.633 -2.391 -3.743 0.24
H -0.883 -3.015 -3.039 0.21
H 0.617 -3.030 -2.080 0.23
H 0.481 2.746 -3.214 0.22
H -0.791 3.142 -2.020 0.23
H -1.234 2.573 -3.642 0.22
C -3.971 1.001 3.432 -0.45
N -3.336 1.021 2.114 -0.54
C -2.290 1.768 1.805 0.42
S -1.803 1.797 0.109 -0.25
N -1.695 2.493 2.725 -0.53
C -0.558 3.395 2.558 -0.42
H -4.813 0.317 3.400 0.26
H -4.345 1.992 3.698 0.24
H -3.273 0.648 4.192 0.22
H -3.819 0.582 1.344 0.43
H -2.062 2.431 3.666 0.43
H -0.472 3.697 1.519 0.23
H 0.357 2.908 2.890 0.22
H -0.726 4.282 3.163 0.25
C 3.090 -1.905 0.560 -0.60
C 3.382 -0.408 0.664 -0.71
P 2.411 0.551 -0.546 0.78
C 3.135 0.256 -2.203 -0.69
C 4.463 0.961 -2.477 -0.62
C 2.560 2.330 -0.109 -0.69
C 3.928 2.791 0.398 -0.62
H 3.604 -2.446 1.353 0.26
H 3.432 -2.322 -0.386 0.22
H 2.016 -2.114 0.672 0.19
H 4.443 -0.205 0.503 0.26
H 3.130 -0.027 1.656 0.26
H 2.385 0.529 -2.949 0.24
H 3.257 -0.827 -2.279 0.25
H 4.343 2.044 -2.504 0.22
H 4.847 0.647 -3.446 0.25
H 5.218 0.713 -1.731 0.22
H 1.801 2.521 0.652 0.24
H 2.262 2.902 -0.993 0.25
H 4.225 2.248 1.296 0.22
H 3.879 3.848 0.654 0.25
H 4.706 2.666 -0.350 0.23
```